1.
20
Properties=species:S:1:pos:R:3 method="wB97M-V/def2-TZVPD" total_charge=+1 e_above_lowest_ev=1.858 lumo_ev=-3.464 energy_ha=-667.6115 fmax_ha_per_bohr=0.0679 smiles=CNC[C@H]([NH3+])CS
C 0.12 -0.50 -0.04
H 1.51 -0.71 1.69
H -0.23 0.56 1.74
N -0.25 1.89 0.10
H 0.08 -0.40 -1.12
H -1.55 1.24 -1.50
N -0.67 -1.79 0.31
H -1.47 -1.42 0.83
H -1.67 0.55 0.88
H -1.17 3.00 -1.53
C -0.59 0.66 0.71
C -0.82 2.01 -1.25
C 1.47 -0.59 0.62
S 2.52 -2.13 0.28
H 2.11 0.16 0.16
H -0.65 2.63 0.66
H 0.01 1.84 -1.95
H -0.91 -2.37 -0.49
H 2.21 -2.25 -1.01
H -0.07 -2.39 0.90

2.
86
Properties=species:S:1:pos:R:3 method="wB97M-V/def2-TZVPD" total_charge=-1 e_above_lowest_ev=2.919 lumo_ev=1.996 energy_ha=-3700.0554 fmax_ha_per_bohr=0.0290
H -5.29 2.77 -5.15
C -1.90 0.73 -5.57
H 0.96 -2.28 0.89
H 2.35 -3.18 1.60
N -0.72 -0.51 -2.53
K -0.19 1.39 0.30
H 4.37 -0.60 -1.82
C -0.33 -1.57 3.02
C 3.52 1.18 4.21
H 2.14 -0.95 3.98
C 3.87 -0.38 -2.75
C 2.09 0.75 -3.91
H -4.25 -3.71 0.10
C -2.80 1.70 -5.73
O 0.31 1.83 2.60
C 1.22 1.55 3.52
C -1.19 -0.77 -3.73
H 3.88 0.94 6.32
N -2.58 2.07 1.14
N -2.49 3.10 1.95
H -0.11 -0.55 2.70
H 1.42 -3.09 -2.28
N 2.87 0.60 -0.34
H -2.41 -2.55 -1.01
C -1.32 -2.02 0.77
H -3.16 3.19 4.91
S -3.84 0.48 -2.19
C 1.86 -1.99 4.10
N 0.97 -2.38 2.98
H -1.24 -2.02 -5.48
C -2.69 0.99 1.93
H 0.46 -3.58 -4.53
C 2.59 1.36 3.19
O 1.21 1.79 -1.46
C -4.59 2.73 -4.31
H 5.21 -1.55 -3.96
C -1.41 -2.18 2.17
H 1.33 -2.11 5.05
C -3.46 -3.44 2.08
H -4.28 -3.97 2.57
C 3.05 1.31 1.80
H 2.75 -2.61 4.09
N 2.31 0.84 0.88
C 3.14 1.10 5.55
C 1.79 1.22 5.87
H 2.02 0.46 -6.03
C 1.70 -2.31 1.67
N -2.40 3.39 4.29
C -0.81 -1.86 -4.50
C -2.38 -2.63 0.07
H 0.85 1.82 -3.00
H -2.44 -2.98 3.91
C 0.65 -2.46 -2.71
C 0.13 -2.72 -3.97
N -2.08 0.19 -4.30
O 1.01 1.55 -3.95
H -2.96 2.36 -6.56
C -3.43 -3.31 0.69
H 4.57 1.07 3.95
C -3.13 0.82 -3.66
C 0.85 1.45 4.87
H -0.62 -1.57 4.07
C 0.20 -1.33 -2.04
C 2.55 0.21 -5.12
C 2.22 1.00 -1.42
H -4.17 3.72 -4.14
H -0.20 1.59 5.11
H -2.81 -0.03 1.56
C -2.43 -2.89 2.82
H -2.37 4.35 4.00
H 4.09 1.60 1.58
N -2.54 2.60 3.16
H 2.27 -1.39 1.65
N -2.67 1.30 3.22
I 0.55 4.15 2.26
C 3.66 -0.62 -5.13
H 0.66 -3.34 3.12
H 0.63 -1.03 -1.10
H 4.01 -1.02 -6.07
C 4.33 -0.91 -3.95
N -3.55 1.77 -4.57
H -1.10 0.40 -6.21
H -5.12 2.42 -3.41
C 2.75 0.45 -2.71
H 1.47 1.17 6.90
I 0.67 6.96 2.15

3.
15
Properties=species:S:1:pos:R:3 method="wB97M-V/def2-TZVPD" e_above_lowest_ev=4.884 lumo_ev=0.055 energy_ha=-756.0548 fmax_ha_per_bohr=0.1134
N -0.61 1.26 -0.10
C -1.29 0.56 0.76
H 1.09 2.63 -1.39
H 0.35 1.56 -2.77
O 0.25 -2.87 0.97
H 0.36 -1.44 -0.41
N 0.43 0.67 -0.80
C 0.97 1.58 -1.83
S -1.56 -1.31 2.68
C -0.92 -0.90 1.18
N -0.10 -1.63 0.56
H 0.04 -2.78 2.04
H -2.15 0.98 1.45
H 1.27 0.58 -0.06
H 1.89 1.11 -2.26

4.
42
Properties=species:S:1:pos:R:3 method="wB97M-V/def2-TZVPD" e_above_lowest_ev=7.302 lumo_ev=-0.559 energy_ha=-1069.9326 fmax_ha_per_bohr=0.2075
H 0.39 -1.15 -0.34
O -0.47 4.81 -0.56
H 1.79 3.97 -0.81
O -2.06 -0.91 1.49
H 3.95 -1.98 0.29
H 0.54 1.73 -2.50
H -2.31 2.43 4.28
H 0.37 0.34 -0.06
O -2.49 -3.26 -1.63
H 3.79 -0.61 0.93
O -2.36 0.60 0.70
H -1.74 -3.19 -2.24
O 1.04 0.46 3.55
H 0.28 5.02 -1.12
O -2.06 2.46 3.35
H -1.66 -0.44 2.23
H 2.77 -2.97 3.83
H -0.87 4.04 -0.97
H 1.02 0.59 2.60
O 1.03 2.34 -3.07
H 3.01 -3.59 -2.66
H -2.11 -3.64 -0.83
H 2.53 2.69 -0.48
H 0.93 3.19 -2.63
O 1.83 3.27 -0.16
O 0.45 -0.51 0.38
H 0.11 0.51 3.81
H -0.14 -2.48 -1.93
H -2.81 1.25 1.24
O 4.18 -1.05 0.17
H -1.14 2.76 3.37
H -0.57 -1.03 -2.09
H -4.53 -0.69 -2.76
O -4.02 -0.50 -1.97
O 2.60 -3.04 -3.34
O -0.06 -1.73 -2.53
H 2.52 -3.62 -4.10
O 1.89 -2.99 4.20
H -2.03 1.11 -0.05
H -3.57 0.33 -2.16
H -1.34 -1.43 1.13
H 1.31 -3.10 3.44